C3H23NO9 | wB97M-V/def2-TZVPD

Geometry as XYZ:
```
36
Properties=species:S:1:pos:R:3:forces:R:3
C -2.30760 1.22810 -2.61424 -0.5 -1.9 -0.2
C -1.36803 0.58860 -1.58409 -0.7 1.3 2.3
N -1.73950 -0.49664 -0.85847 -1.5 -0.9 -1.7
C -2.90932 -1.30521 -1.22730 0.5 -1.2 1.1
O -0.42106 1.23573 -1.15289 1.0 0.1 -1.0
H -1.69017 1.53636 -3.44829 0.0 0.7 0.1
H -2.96542 0.44145 -3.03553 0.1 0.5 0.2
H -2.95913 2.01068 -2.16646 0.8 -0.4 -0.3
H -1.09105 -0.95765 -0.23683 0.3 0.2 0.1
H -2.73806 -1.98655 -2.09206 -0.2 0.7 0.4
H -3.78175 -0.68142 -1.32896 -0.2 0.2 -0.4
H -3.14138 -1.95740 -0.35194 0.3 0.4 -0.7
H 1.46251 -0.87935 -1.20186 -0.6 -0.2 -0.6
H 1.61458 -0.24655 -2.68189 -0.6 -0.3 0.2
O 2.03814 -0.47106 -1.85300 1.0 0.1 0.0
H 2.16291 -0.64226 0.66284 0.4 0.0 -0.5
H 3.59754 0.06955 0.68914 -0.6 0.2 -0.6
O 2.97304 -0.49029 1.15085 0.6 -1.1 1.7
H 0.81214 -2.83046 1.54650 -0.2 -0.3 -0.1
H 1.66120 -3.64582 0.49059 -0.3 0.8 0.4
O 1.14080 -2.83196 0.64445 1.3 -0.5 -1.0
H 0.53890 3.29143 -0.79699 -0.9 -0.8 0.0
H -0.31252 2.92828 0.55930 -0.3 -0.4 -1.1
O 0.34378 3.46823 0.12287 1.1 1.6 1.2
H 0.90390 1.68871 1.43587 0.2 -0.8 0.4
H 1.88247 0.53936 1.94814 -1.6 0.8 0.0
O 0.93322 0.92397 2.04502 1.2 -0.1 0.0
H -1.75782 0.29932 2.66326 0.1 0.1 0.1
H -0.38690 -0.36293 2.74776 -0.5 0.4 0.2
O -1.33156 -0.49781 2.99348 0.4 0.0 -0.2
H -1.49181 -1.79338 1.93232 0.5 -0.7 -0.3
H -1.84436 -3.21288 1.42634 0.3 0.0 0.0
O -1.13964 -2.55233 1.37387 -1.7 0.6 0.7
H 2.32103 2.44137 0.05433 -0.2 0.0 -0.2
H 1.97683 1.26752 -0.93715 0.1 0.1 0.2
O 2.60261 1.57824 -0.26402 0.3 0.8 -0.3
```
Positions in Å, forces in eV/Å.

Computed properties:
calculated total energy: -860.003865 Eh
E_HOMO: -10.069 eV
LUMO energy: 0.0097 Ha
ΔE to the lowest compared entry with this formula, charge and spin: 9.3 kcal/mol
SMILES: CNC(C)=O.O.O.O.O.O.O.O.O


C3H24N2O9 | wB97M-V/def2-TZVPD

Geometry as XYZ:
```
38
Properties=species:S:1:pos:R:3:forces:R:3
C 2.79046 1.35839 0.80577 0.8 -1.1 0.3
N 1.81991 0.45550 0.19534 -0.5 1.5 -0.5
C 1.90159 -0.94346 0.53699 0.9 0.0 0.5
C 0.63944 -1.38154 1.28312 -0.6 -0.8 -1.0
N 0.48447 -2.65118 1.69368 -0.7 0.1 0.9
O -0.30120 -0.60421 1.45356 0.8 -0.1 0.0
H 3.80396 0.99659 0.48607 -0.7 0.9 0.2
H 2.75491 1.23251 1.88862 0.2 0.2 0.4
H 2.60076 2.42199 0.58817 0.2 -0.6 -0.3
H 0.88039 0.85121 0.34702 0.5 -0.8 -0.1
H 2.75322 -1.23894 1.19519 -0.3 0.8 0.1
H 2.22262 -1.43657 -0.39230 -1.1 -1.0 0.6
H 1.19941 -3.35748 1.75154 0.0 0.2 -0.3
H -0.39551 -2.78767 2.22218 0.8 -0.2 -0.5
H -3.70374 -0.35820 -0.07250 0.6 0.1 0.3
H -2.31010 -0.94802 -0.28941 -0.1 0.3 0.4
O -2.81858 -0.40288 0.33900 -0.8 -0.5 -0.8
H 2.13335 -0.38158 -1.83168 -1.0 0.4 -0.3
H 2.58420 -0.97752 -3.10427 -0.8 0.0 -0.2
O 1.74299 -0.72647 -2.66887 1.8 0.1 0.3
H 0.01853 3.54716 0.28302 0.5 -0.7 0.6
H -1.16533 4.45825 0.24092 0.5 -0.2 -0.5
O -0.43860 4.11562 -0.31842 -0.5 1.6 0.2
H 0.93645 -2.32289 -2.18172 0.3 1.1 -0.5
H -0.00083 -3.51490 -2.18158 1.0 0.4 0.7
O 0.77338 -3.12539 -1.70380 -1.4 -1.7 -0.1
H -1.69644 0.80305 -3.15151 0.2 -0.3 0.1
H -0.42124 0.43101 -3.89676 0.0 -0.2 0.1
O -1.26925 0.06410 -3.62002 -0.2 0.4 0.0
H -2.43275 1.79820 1.49890 0.8 -0.7 0.0
H -1.15133 0.78543 1.50424 -0.7 0.4 0.1
O -1.46972 1.70623 1.62158 0.0 0.8 0.2
H -1.29635 2.94597 -1.32249 -0.7 -1.5 0.7
H -1.44219 1.75626 -0.31362 0.1 0.0 0.6
O -1.79619 2.10111 -1.12890 -0.1 0.8 -2.0
H -2.03184 -1.09653 2.52037 -0.7 -1.7 0.6
H -3.40769 -1.66496 2.80448 -0.4 -0.2 0.0
O -2.49114 -1.90817 2.91808 1.3 1.7 -0.6
```
Positions in Å, forces in eV/Å.

Computed properties:
calculated total energy: -915.369208 Eh
E_HOMO: -9.300 eV
LUMO energy: 0.0140 Ha
ΔE to the lowest compared entry with this formula, charge and spin: 17.3 kcal/mol
SMILES: CNCC(N)=O.O.O.O.O.O.O.O.O


C3H24O9 | wB97M-V/def2-TZVPD

Geometry as XYZ:
```
36
Properties=species:S:1:pos:R:3:forces:R:3
O -0.04467 -1.14527 2.21890 0.3 -0.1 0.4
H -0.84883 -1.47495 2.64034 0.0 0.1 -0.1
H 0.48185 -0.77219 2.94149 -0.1 -0.1 -0.1
O -0.66466 4.83882 1.44057 0.1 -0.2 0.0
H 0.12938 4.31617 1.24474 -0.2 0.2 0.0
H -1.40719 4.25546 1.22340 0.0 0.2 0.0
O -2.60959 2.77170 0.72029 0.1 -0.2 0.3
H -3.41424 2.24806 0.67075 0.0 0.1 0.0
H -1.91772 2.14323 1.00430 -0.1 0.0 -0.4
O 3.12189 1.02465 1.55461 0.5 -0.4 -0.1
H 4.05618 1.21602 1.69699 -0.1 0.0 0.1
H 3.12217 0.18104 1.04046 -0.3 0.2 0.3
O -0.37991 1.06053 0.57479 0.7 -0.1 0.2
H -0.07736 0.29320 1.10369 -0.4 0.4 -0.2
H 0.35870 1.70693 0.61801 -0.4 -0.2 -0.2
O 1.71500 0.40362 -1.92805 -0.4 0.0 -0.1
H 0.75128 0.47096 -1.84513 0.2 0.1 0.1
H 1.99028 1.26183 -2.26577 0.1 -0.1 0.0
O 1.59957 3.14251 0.80346 0.3 -0.2 0.5
H 2.22170 3.32226 0.09240 0.0 0.0 0.0
H 2.12338 2.61353 1.45095 -0.3 0.2 -0.7
O 2.54785 -1.34323 0.14946 -0.2 0.3 0.0
H 2.19996 -0.76023 -0.55620 0.2 -0.2 0.0
H 1.76422 -1.69266 0.59577 0.1 0.0 0.0
C -0.30543 -3.07265 -1.74678 -0.4 1.1 -0.8
C -1.42615 -2.41254 -0.95045 -0.2 -0.8 0.0
C -2.34543 -1.59131 -1.82489 0.9 0.5 -0.1
O -2.27180 -3.44068 -0.40297 0.0 0.2 0.3
H 0.43899 -2.33371 -2.05735 0.2 0.0 0.3
H -0.76073 -3.35451 -2.69985 0.2 -0.7 0.1
H 0.18576 -3.89100 -1.22738 0.0 -0.1 0.0
H -1.00972 -1.76529 -0.17088 -0.1 -0.1 0.2
H -1.73031 -0.80312 -2.27187 -0.2 0.1 -0.1
H -3.11444 -1.10814 -1.22687 -0.2 -0.2 -0.1
H -2.73900 -2.19344 -2.64167 -0.3 0.0 0.2
H -1.74098 -4.11560 0.03072 0.1 0.1 0.0
```
Positions in Å, forces in eV/Å.

Computed properties:
calculated total energy: -805.871561 Eh
E_HOMO: -10.001 eV
LUMO energy: -0.0027 Ha
ΔE to the lowest compared entry with this formula, charge and spin: 1.1 kcal/mol
SMILES: CC(C)O.O.O.O.O.O.O.O.O


C3H25NO10 | wB97M-V/def2-TZVPD

Geometry as XYZ:
```
39
Properties=species:S:1:pos:R:3:forces:R:3
C 0.16737 0.57927 -0.24486 1.1 -0.1 2.5
C 1.22109 0.21122 0.88053 0.4 -3.1 -2.1
O 1.04176 -1.15431 1.36386 0.4 0.3 -1.9
N 0.61973 1.89785 -0.72931 -1.6 -3.0 -2.2
C -0.43390 2.39080 -1.62682 1.5 0.7 1.2
O -1.14068 3.36820 -0.94922 -0.9 3.2 0.0
H 0.19531 -0.22506 -1.04068 -0.1 1.1 0.9
H -0.88078 0.60929 0.25858 1.4 -0.1 -0.9
H 1.25490 0.83117 1.70075 -0.5 1.8 1.8
H 2.27552 0.25271 0.47170 -1.1 0.0 0.2
H 0.83747 -1.24659 2.29276 -0.2 0.7 0.9
H 0.96685 2.51568 -0.02937 -0.3 0.5 0.4
H 0.02027 2.78490 -2.50371 0.2 0.4 -1.0
H -1.20087 1.67451 -1.88486 0.4 -0.8 -0.1
H -0.80748 4.28060 -1.13175 -0.3 -1.3 0.0
H -1.37129 1.54566 2.23009 -0.4 0.0 1.1
H -2.04938 1.50370 3.57848 -5.4 3.7 3.6
O -1.43172 1.12018 3.11929 5.6 -3.4 -4.3
H -0.91019 -1.50202 3.57775 -2.1 -2.3 -0.9
H -0.64161 -0.21707 3.98287 -0.2 2.4 0.1
O -0.18368 -1.01930 3.85349 2.7 -0.6 0.9
H -1.91279 3.56353 0.86149 -0.5 -1.2 0.0
H -2.71243 2.22989 0.62964 0.1 0.5 -0.1
O -2.31218 2.78625 1.31015 -0.1 0.5 0.2
H -0.27703 -2.25958 0.45263 1.5 0.3 0.2
H -1.55867 -1.82837 1.04785 -0.3 0.4 0.4
O -1.20477 -2.40411 0.38048 -1.5 -0.7 -0.7
H -2.43325 -2.62359 -2.92980 -3.8 -4.8 -4.0
H -1.98686 -2.32271 -1.54263 -0.1 -0.9 2.6
O -1.98490 -2.08450 -2.43212 4.1 5.8 1.7
H 0.05619 -1.77406 -2.46843 -0.7 -0.1 -0.3
H 1.42766 -1.07973 -2.86949 -0.5 -1.3 0.6
O 0.99654 -1.92126 -2.55364 0.8 0.9 -0.5
H 2.03726 -2.76389 -0.04517 -0.3 0.4 1.7
H 2.16874 -2.88794 -1.41906 0.1 -0.1 -1.1
O 2.71923 -3.02548 -0.64351 0.3 -0.2 -0.4
H 3.62048 -1.15717 -1.70822 1.3 -2.0 0.3
H 2.64820 -0.23413 -1.21795 -0.1 0.4 -0.5
O 3.15987 -0.41454 -2.02178 -0.9 1.9 0.0
```
Positions in Å, forces in eV/Å.

Computed properties:
calculated total energy: -936.375827 Eh
E_HOMO: -9.539 eV
LUMO energy: 0.0028 Ha
ΔE to the lowest compared entry with this formula, charge and spin: 87.0 kcal/mol
SMILES: OCCNCO.O.O.O.O.O.O.O.O


C3H28N2O11S | wB97M-V/def2-TZVPD

Geometry as XYZ:
```
45
Properties=species:S:1:pos:R:3:forces:R:3
N 1.88253 -0.09743 -1.86405 -1.1 -0.2 0.4
C 1.11329 0.57168 -0.80583 0.0 0.4 -0.6
C 1.47510 2.05186 -0.70994 0.5 -0.3 0.5
S 3.25061 2.31334 -0.38518 0.1 -0.1 0.0
C -0.36789 0.40483 -1.14578 -1.0 0.1 -0.3
N -0.81358 -0.83848 -1.33887 1.9 -0.7 0.3
O -1.17165 1.34143 -1.29570 0.6 0.2 0.2
H 1.91233 0.56108 -2.63206 0.6 -0.2 -0.2
H 2.78998 -0.42967 -1.57477 0.1 0.3 0.0
H 1.24030 0.13476 0.17969 0.3 -0.5 0.1
H 1.02596 2.49723 0.15235 -0.6 0.4 0.1
H 1.20371 2.60076 -1.60853 0.0 0.0 0.0
H 3.21402 1.84989 0.88120 0.0 0.1 -0.1
H -0.21904 -1.65095 -1.19983 0.0 0.1 0.2
H -1.72446 -1.00531 -1.66370 -1.3 0.0 -0.2
H 1.63412 0.00251 2.63471 0.6 0.2 0.0
H 1.19884 0.53197 3.93497 0.1 0.3 0.2
O 1.94685 0.61741 3.33240 -0.5 -0.5 -0.2
H -2.47092 -3.67500 1.42276 0.1 -0.2 0.1
H -2.46314 -2.27532 1.99262 0.4 -0.1 0.3
O -2.28609 -3.19943 2.24489 -0.3 0.2 -0.4
H -0.50068 2.48825 1.41393 -0.6 -0.4 0.2
H -0.44558 2.71839 2.86572 0.1 -0.3 0.3
O -0.56320 1.97919 2.25352 0.2 0.7 -0.1
H -1.91431 4.08555 0.05657 0.0 -0.1 0.1
H -1.09241 2.92426 -0.55555 -0.1 -0.1 -0.1
O -1.05514 3.65564 0.09139 0.1 0.4 -0.1
H 1.15833 -4.56407 -0.55149 -0.4 -0.1 0.3
H 0.42141 -3.95827 0.73891 0.0 -0.3 -0.3
O 1.10624 -3.81874 0.06248 0.3 0.6 -0.1
H 2.04272 -2.23017 2.46356 0.1 -0.2 0.1
H 2.14193 -2.07592 0.93266 -0.2 -0.3 0.1
O 1.72825 -1.70304 1.72570 0.0 0.6 -0.2
H -1.80633 0.41102 2.92977 0.4 0.2 -0.5
H -3.13261 -0.25741 3.20320 0.0 -0.2 0.0
O -2.38464 -0.28677 2.59162 -0.6 0.2 0.3
H 2.03959 -2.12304 -3.49728 0.0 0.4 0.4
H 0.53142 -2.00141 -3.08904 0.4 0.3 0.3
O 1.17461 -2.52062 -3.56925 -0.3 -1.0 -0.9
H -1.03374 1.21096 -3.95750 -0.3 0.0 0.7
H 0.03990 0.07561 -3.73243 -0.4 0.1 0.2
O -0.32922 0.71050 -4.35250 0.7 -0.1 -1.0
H -2.94764 1.13694 0.00815 0.4 0.3 -0.9
H -3.68204 0.70897 1.13748 -0.6 0.0 0.1
O -3.86768 1.12699 0.27903 0.3 -0.3 0.8
```
Positions in Å, forces in eV/Å.

Computed properties:
calculated total energy: -1466.456487 Eh
multiplicity: 2
E_HOMO (alpha / beta): 0.226 / -6.981 eV
LUMO energy (alpha / beta): 0.0922 / 0.0882 Ha
total charge: -1


C3H28NO10 | wB97M-V/def2-TZVPD

Geometry as XYZ:
```
42
Properties=species:S:1:pos:R:3:forces:R:3
C 1.79210 -0.47679 -0.79737 0.4 0.3 -0.4
C 0.81788 -0.66165 0.34043 0.2 0.1 0.0
C 0.47693 0.66695 2.32753 0.1 0.2 0.4
N 0.59234 0.60985 1.06738 -0.1 -0.6 -0.2
H 1.51471 0.34683 -1.45992 -0.2 0.0 0.1
H 2.80125 -0.26715 -0.44592 0.0 0.0 0.2
H 1.83713 -1.36769 -1.41864 -0.1 -0.1 0.1
H -0.15327 -0.99382 -0.01257 -0.1 0.1 -0.1
H 1.18455 -1.40931 1.04320 -0.1 0.2 0.1
H 0.28679 1.58600 2.86224 0.0 0.2 -0.3
H 0.54185 -0.23335 2.92085 0.0 -0.1 -0.2
H 0.54737 1.44929 0.49119 -0.1 0.2 0.1
H 3.50048 1.06784 3.41459 -0.3 0.1 -0.5
H 3.19594 1.41204 1.89312 0.2 0.1 0.5
O 2.79223 1.13600 2.75189 0.3 -0.2 0.3
H -1.33397 -2.29762 1.48241 -0.2 -0.2 0.3
H -2.42633 -2.15689 2.59642 0.0 0.0 0.0
O -1.96397 -1.66242 1.91268 0.2 0.2 -0.1
H -1.17172 -2.51436 -2.12530 0.1 -0.2 -0.2
H -0.04192 -3.52425 -2.50681 0.0 0.1 0.1
O -0.30778 -2.88603 -1.83516 0.0 0.0 -0.1
H -0.16123 1.49957 -3.05778 0.1 0.0 -0.2
H -0.92936 1.95075 -1.80003 0.3 0.1 -0.1
O -0.20722 2.21523 -2.41979 -0.4 -0.2 0.2
H -4.30099 -0.42714 0.38387 -0.2 0.1 0.0
H -2.89357 -0.99566 0.68801 -0.2 0.0 0.1
O -3.43303 -0.54021 -0.01050 0.3 -0.3 -0.1
H 1.38274 4.18936 -0.61890 0.0 0.1 0.1
H 0.94177 2.93084 -1.40737 0.1 -0.1 -0.1
O 1.48407 3.23416 -0.64545 -0.1 -0.2 0.2
H -3.07058 -1.43059 -1.79067 0.3 0.0 -0.2
H -3.40269 -2.29450 -2.98842 0.2 -0.1 -0.2
O -2.65528 -1.83730 -2.58308 -0.8 0.3 0.6
H -0.32366 -3.23900 -0.21164 0.1 -0.3 0.0
H -0.23530 -4.29884 0.95024 -0.1 0.3 -0.1
O -0.29109 -3.34929 0.76966 0.1 -0.4 0.1
H -2.46018 0.86445 -0.31971 -0.1 0.3 0.0
H -2.56803 2.39721 -0.53639 -0.4 0.3 0.0
O -1.93716 1.69529 -0.39608 0.4 -0.4 0.0
H 4.48383 2.84574 0.46915 -0.1 -0.1 0.0
H 3.04390 2.52635 -0.04008 0.5 -0.1 0.2
O 3.82758 2.13965 0.42340 -0.5 0.2 -0.3
```
Positions in Å, forces in eV/Å.

Computed properties:
calculated total energy: -938.088661 Eh
E_HOMO: -13.971 eV
LUMO energy: -0.0968 Ha
ΔE to the lowest compared entry with this formula, charge and spin: 0.0 kcal/mol
total charge: +1


C3H29NO11 | wB97M-V/def2-TZVPD

Geometry as XYZ:
```
44
Properties=species:S:1:pos:R:3:forces:R:3
C 0.45543 1.65723 0.13112 -0.7 -0.1 0.7
C -0.29122 2.66570 -0.82928 0.2 -1.7 1.2
C -0.11078 1.15316 -2.55819 -0.4 -1.1 1.1
N -0.12742 2.36477 -2.23309 0.6 0.7 -0.7
H 1.02134 2.23461 0.84745 0.2 0.1 0.4
H -0.30217 1.09156 0.67073 -0.3 0.2 0.3
H 1.10173 0.82368 -0.16385 0.1 0.8 -1.0
H 0.04519 3.65397 -0.55251 0.1 0.4 -0.5
H -1.32990 2.60811 -0.49607 -0.1 0.2 -0.4
H -0.38509 0.36917 -1.81579 0.3 0.2 -0.6
H 0.20037 0.78855 -3.53518 -0.4 0.5 -0.3
H 0.49715 -0.15719 1.94786 0.2 -0.1 -0.1
H 1.11615 -1.56396 2.14341 0.1 0.2 0.0
O 0.28297 -1.09536 2.00165 0.5 0.1 0.0
H 0.83366 -3.27878 0.18374 -0.2 -0.1 0.1
H 0.01450 -3.24173 -1.07852 0.4 -0.8 0.2
O -0.07045 -3.45873 -0.13042 0.7 0.2 -0.6
H 4.08361 -2.53548 1.04276 0.0 0.0 0.0
H 3.02195 -1.49474 0.67666 0.4 -0.2 -0.2
O 3.13872 -2.43251 0.89565 -0.5 0.2 0.3
H -0.25069 -2.14116 -3.30300 0.1 0.5 -0.2
H 1.14399 -1.44976 -3.59824 -0.4 0.1 -0.3
O 0.70165 -2.18154 -3.16784 0.2 -0.6 0.6
H 3.30750 0.01834 -1.74680 0.9 0.5 0.5
H 2.20101 -0.65141 -1.16307 -0.1 -0.3 0.7
O 3.02741 -0.24046 -0.85392 -0.8 -0.2 -1.3
H -1.05850 -2.78828 2.99327 0.1 0.2 0.0
H -1.28483 -2.48912 1.50405 -0.2 -0.1 0.7
O -1.74907 -2.69991 2.33617 -0.6 -0.3 -0.7
H -3.58278 -0.87603 1.68668 0.2 0.1 0.1
H -4.77363 -0.00717 1.28598 0.4 0.1 0.1
O -3.82488 0.03819 1.48432 -0.5 -0.1 -0.2
H 0.92503 0.98914 4.61994 0.1 0.3 0.7
H -0.14586 1.21845 3.69686 -0.7 0.5 0.1
O 0.15197 1.56808 4.54911 0.5 -0.8 -0.8
H -3.65241 2.76933 1.23008 0.0 -0.3 -0.5
H -3.60225 2.59981 -0.34110 -0.1 -0.2 0.5
O -3.62540 3.23656 0.38290 0.0 0.4 0.1
H -0.96941 -2.12736 -0.74018 -0.7 1.3 0.2
H -2.42693 -1.90712 -1.03674 0.0 0.4 0.0
O -1.58594 -1.42948 -1.08745 0.2 -1.1 0.1
H 2.13160 2.23105 -1.84832 0.4 -0.2 -0.5
H 2.80284 3.52599 -1.83093 0.5 0.1 -0.3
O 2.94387 2.64183 -2.19989 -0.7 0.1 0.7
```
Positions in Å, forces in eV/Å.

Computed properties:
calculated total energy: -1014.005666 Eh
E_HOMO: -9.738 eV
LUMO energy: -0.0031 Ha
ΔE to the lowest compared entry with this formula, charge and spin: 108.2 kcal/mol
SMILES: C=NCC.O.O.O.O.O.O.O.O.O.O.O


C3H2AgO3 | wB97M-V/def2-TZVPD

Geometry as XYZ:
```
9
Properties=species:S:1:pos:R:3:forces:R:3
C 0.80059 0.15145 -0.26239 3.1 0.9 0.4
C -0.36052 -0.57131 -0.20423 -0.5 -1.4 -1.4
O -1.56871 0.22471 -0.49184 1.6 -1.3 -0.3
C -2.11294 0.38340 0.57938 -4.0 3.0 2.9
O -2.74589 0.77481 1.44686 1.7 -1.5 -1.6
O 1.94762 -0.41008 -0.23075 -6.1 0.0 0.0
H 0.72755 1.24924 -0.27129 0.1 -0.2 -0.2
H -0.51454 -1.64276 -0.29978 -0.1 0.0 0.2
Ag 3.82684 -0.15947 -0.26596 4.2 0.5 -0.1
```
Positions in Å, forces in eV/Å.

Computed properties:
calculated total energy: -487.326039 Eh
multiplicity: 2
E_HOMO (alpha / beta): -20.170 / -20.023 eV
LUMO energy (alpha / beta): -0.3622 / -0.4711 Ha
ΔE to the lowest compared entry with this formula, charge and spin: 64.4 kcal/mol
total charge: +2